C6H23B2CsN | wB97M-V/def2-TZVPD

Each line ends with the Löwdin charge.
Cartesian coordinates (Å):
Cs  0.261  25.446  -6.346  0.8665
B  4.844  25.895  -9.940  -0.4636
H  4.743  26.622  -9.150  -0.1315
H  5.784  25.373  -9.854  -0.1196
H  4.065  25.170  -9.760  -0.1334
H  4.695  26.330  -10.916  -0.1167
B  -4.036  23.803  -8.920  -0.4589
H  -3.282  24.369  -9.443  -0.1248
H  -3.541  23.083  -8.286  -0.1302
H  -4.630  24.489  -8.336  -0.1229
H  -4.666  23.237  -9.589  -0.1148
C  0.827  28.290  -1.466  -0.0726
C  -0.160  29.447  -1.812  -0.2432
N  -0.071  29.891  -3.227  -0.1860
C  -1.341  30.562  -3.552  -0.2608
C  -2.516  29.586  -3.669  -0.0778
C  1.084  30.762  -3.409  -0.2828
C  1.366  31.065  -4.849  -0.0792
H  1.860  28.518  -1.731  0.0572
H  0.694  27.380  -2.051  0.0598
H  0.663  28.076  -0.410  0.0697
H  -1.167  29.119  -1.556  0.0929
H  -0.002  30.300  -1.153  0.1097
H  -1.323  31.141  -4.476  0.1012
H  -1.518  31.365  -2.837  0.1128
H  -2.734  29.011  -2.769  0.0579
H  -2.376  28.820  -4.432  0.0711
H  -3.379  30.169  -3.989  0.0750
H  0.814  31.671  -2.872  0.1102
H  1.987  30.389  -2.926  0.1125
H  1.862  30.215  -5.319  0.0784
H  0.487  31.401  -5.400  0.0664
H  2.114  31.857  -4.833  0.0775

Summary:
Frontier orbital gap = 5.597 eV
ΔE to the lowest compared entry with this formula, charge and spin = 112.0 kcal per mole
Charge = -1
DFT total energy = -366.7626 Ha

=====

C6H10N | wB97M-V/def2-TZVPD

Each line ends with the Löwdin charge.
Cartesian coordinates (Å):
C  -4.417  0.437  -0.367  0.3562
C  -1.198  -0.052  -0.127  0.0091
C  0.208  -0.389  0.179  -0.2081
C  -2.267  -0.340  0.579  -0.0709
C  2.715  -0.052  -0.348  -0.0857
C  1.373  0.601  0.080  -0.2410
N  -3.373  0.125  0.027  0.1144
H  -5.225  1.054  -0.594  0.1219
H  -1.232  0.582  -1.053  0.1592
H  0.709  -1.132  -0.498  0.1408
H  0.248  -0.894  1.139  0.1214
H  -2.317  -0.984  1.322  0.1087
H  2.776  -0.769  -1.160  0.0823
H  3.099  -0.630  0.504  0.0941
H  3.235  0.802  -0.452  0.0314
H  0.911  1.524  -0.500  0.1480
H  1.599  0.872  1.139  0.1181

Summary:
Frontier orbital gap = 9.108 eV
SMILES string = C#[N+]/C=C/CCC
ΔE to the lowest compared entry with this formula, charge and spin = 65.8 kcal per mole
Charge = +1
DFT total energy = -288.9781 Ha

=====

C17H36FN4O6P | wB97M-V/def2-TZVPD

Each line ends with the Löwdin charge.
Cartesian coordinates (Å):
C  1.160  -3.644  1.134  -0.1568
C  -0.120  -2.795  1.124  -0.4056
P  -0.219  -1.753  -0.393  1.0460
C  -1.093  -2.825  -1.620  -0.3939
C  -0.068  -3.457  -2.591  -0.1417
N  -1.138  -0.283  -0.064  -0.1468
C  -0.549  0.917  -0.436  -0.3500
N  0.331  1.592  0.217  0.0643
C  0.793  1.131  1.549  -0.0923
C  2.192  1.605  1.917  -0.1579
C  2.791  0.698  3.005  -0.1520
C  3.438  -0.523  2.395  -0.2825
O  4.552  -0.868  3.176  -0.0360
C  0.796  2.875  -0.345  -0.1712
O  2.128  2.892  -0.668  -0.1302
C  2.467  2.041  -1.761  -0.0497
N  -1.093  1.338  -1.658  0.1249
C  -2.226  0.388  -1.976  -0.2423
C  -3.378  0.984  -2.765  -0.0913
C  -2.980  2.065  -3.778  -0.1781
F  -3.143  1.557  -5.062  -0.0506
C  -2.513  -0.092  -0.562  -0.2546
C  -3.569  -1.135  -0.258  -0.1469
O  -4.827  -0.545  -0.568  -0.1852
C  -5.494  -0.006  0.559  -0.0898
H  1.460  -3.781  2.165  0.0711
H  1.965  -3.109  0.646  0.0507
H  1.019  -4.624  0.694  0.0674
H  -0.973  -3.460  1.251  0.0721
H  -0.121  -2.121  1.977  0.0652
H  -1.897  -2.351  -2.166  0.0509
H  -1.550  -3.650  -1.078  0.0726
H  0.779  -2.799  -2.745  0.0539
H  0.251  -4.410  -2.193  0.0663
H  -0.565  -3.631  -3.537  0.0690
H  0.104  1.558  2.277  0.1409
H  0.741  0.062  1.662  0.0866
H  2.842  1.523  1.056  0.1018
H  2.220  2.617  2.300  0.1276
H  3.463  1.257  3.651  0.0995
H  1.952  0.375  3.627  0.1126
H  2.718  -1.347  2.399  0.0911
H  3.732  -0.383  1.349  0.1198
H  5.011  -1.602  2.744  0.0955
H  0.592  3.634  0.404  0.1562
H  0.210  3.146  -1.220  0.1278
H  2.381  2.596  -2.693  0.0946
H  3.512  1.786  -1.649  0.1000
H  1.907  1.109  -1.776  0.0777
H  -1.581  2.215  -1.449  0.1412
H  -1.725  -0.318  -2.631  0.1404
H  -4.135  1.376  -2.096  0.1143
H  -3.826  0.183  -3.337  0.1313
H  -1.958  2.412  -3.666  0.1084
H  -3.666  2.903  -3.707  0.1181
H  -2.851  0.813  -0.043  0.1582
H  -3.544  -1.351  0.807  0.1331
H  -3.504  -2.028  -0.865  0.1160
H  -6.136  0.793  0.207  0.0905
H  -4.813  0.385  1.313  0.0895
H  -6.151  -0.738  1.026  0.0924
N  5.982  2.203  3.685  -0.6497
O  6.968  1.457  3.797  -0.0732
O  5.251  2.436  4.673  -0.1023
O  5.696  2.705  2.571  -0.1088

Summary:
Frontier orbital gap = 5.098 eV
Charge = 0
DFT total energy = -1780.7363 Ha

=====

C6H7ClFN2 | wB97M-V/def2-TZVPD

Each line ends with the Löwdin charge.
Cartesian coordinates (Å):
C  0.317  -0.930  -0.313  -0.4055
H  0.633  0.405  1.242  0.1293
Cl  -0.962  -0.917  -2.144  0.2872
C  -0.006  0.433  0.347  -0.4392
C  1.576  -1.046  -1.046  -0.2878
N  2.517  -1.073  -1.716  0.1720
C  -0.302  -2.125  0.258  -0.2881
N  -0.899  -3.036  0.646  0.1717
C  -1.449  0.532  0.828  -0.0876
H  -2.151  0.604  -0.016  0.0615
H  -1.725  -0.326  1.456  0.0778
H  -1.563  1.446  1.429  0.0781
C  0.444  1.623  -0.492  -0.0877
H  1.497  1.529  -0.791  0.0775
H  -0.176  1.738  -1.393  0.0613
H  0.338  2.540  0.104  0.0782
F  1.911  -1.398  1.601  -0.5987

Summary:
Frontier orbital gap = 7.751 eV
ΔE to the lowest compared entry with this formula, charge and spin = 35.5 kcal per mole
Charge = -1
DFT total energy = -902.4021 Ha

=====

C7H19BN | wB97M-V/def2-TZVPD

Each line ends with the Löwdin charge.
Cartesian coordinates (Å):
B  -2.788  0.402  -0.174  -0.1253
C  -3.567  0.349  1.224  -0.0554
C  -1.933  0.488  -1.266  -0.0470
C  -0.906  -1.994  0.553  -0.0709
C  3.140  0.040  -0.521  -0.0222
C  1.656  1.831  -0.009  0.0241
C  0.377  -1.103  0.680  -0.1874
C  0.716  -0.359  -0.670  -0.1822
N  1.840  0.584  -0.812  -0.1706
H  -4.472  0.983  1.221  0.0666
H  -2.915  0.636  2.122  0.0888
H  -3.718  -0.689  1.533  0.0581
H  -0.205  0.127  -0.822  -0.0054
H  -1.678  1.661  -1.506  0.1148
H  -1.498  -0.073  -2.109  0.0506
H  -0.894  -2.638  1.455  0.0960
H  -1.824  -1.439  0.741  0.0248
H  -0.849  -2.659  -0.252  0.0685
H  3.090  -0.445  0.506  0.1305
H  3.294  -0.889  -1.080  0.1152
H  3.991  0.714  -0.650  0.1225
H  1.977  1.790  0.972  0.0936
H  2.191  2.618  -0.456  0.1018
H  0.752  2.311  -0.009  0.0826
H  1.276  -1.704  0.945  0.0984
H  0.248  -0.289  1.555  0.1571
H  0.795  -1.229  -1.392  0.1638
H  1.904  0.974  -1.777  0.2085

Summary:
Frontier orbital gap = 8.739 eV
ΔE to the lowest compared entry with this formula, charge and spin = 65.6 kcal per mole
Charge = +1
DFT total energy = -357.3264 Ha

=====

C17H22F5NO17 | wB97M-V/def2-TZVPD

Each line ends with the Löwdin charge.
Cartesian coordinates (Å):
N  -1.518  -4.750  -7.354  0.3533
H  -0.723  -4.144  -7.214  0.1577
H  -1.187  -5.581  -6.884  0.1582
H  -1.409  -4.785  -8.357  0.1590
H  -2.466  -4.474  -7.143  0.1618
C  0.632  -5.298  -13.758  -0.0464
C  0.225  -4.540  -12.447  -0.8228
O  -0.924  -4.094  -12.260  -0.1330
O  1.130  -4.312  -11.623  -0.1334
H  1.718  -5.387  -13.775  0.0454
H  0.421  -4.697  -14.642  0.0527
H  0.201  -6.296  -13.832  0.0498
C  4.161  -9.607  -2.094  -0.0320
C  4.295  -10.196  -3.456  -0.3108
O  3.001  -9.832  -3.960  0.1464
C  2.709  -8.624  -3.501  -0.6200
O  1.779  -7.966  -3.928  0.1412
O  3.298  -8.489  -2.372  0.1119
F  4.344  -11.517  -3.275  0.0913
H  5.126  -9.315  -1.681  0.1436
H  3.690  -10.340  -1.438  0.1494
H  5.149  -9.834  -4.028  0.1791
C  2.961  -11.309  -11.457  -0.0857
C  2.112  -10.843  -12.600  -0.3092
O  0.942  -10.341  -11.944  0.1181
C  1.241  -10.165  -10.594  -0.4600
O  0.392  -9.824  -9.771  0.1311
O  2.544  -10.497  -10.412  0.0593
F  1.697  -11.831  -13.420  0.0757
H  3.992  -10.975  -11.568  0.1462
H  2.803  -12.351  -11.178  0.1512
H  2.591  -10.076  -13.209  0.1723
C  -7.025  -2.061  0.594  -0.0087
C  -8.002  -3.243  0.509  -0.2977
O  -7.668  -3.884  -0.723  0.1286
C  -6.560  -3.356  -1.301  -0.5339
O  -5.965  -3.759  -2.309  0.1202
O  -6.181  -2.352  -0.547  0.0677
F  -9.238  -2.730  0.436  0.0789
H  -6.388  -2.185  1.470  0.1343
H  -7.475  -1.070  0.525  0.1431
H  -7.906  -3.911  1.365  0.1675
C  -3.148  1.012  -9.770  -0.0758
C  -2.775  0.232  -8.534  -0.2608
O  -3.953  -0.646  -8.597  0.1056
C  -5.012  -0.071  -9.159  -0.5658
O  -6.158  -0.494  -9.118  0.1450
O  -4.544  0.975  -9.820  0.0836
F  -2.832  1.053  -7.486  0.0895
H  -2.885  0.353  -10.598  0.1531
H  -2.825  2.052  -9.817  0.1520
H  -1.813  -0.279  -8.555  0.1727
C  5.823  0.235  -5.768  -0.0616
C  4.959  0.937  -6.739  -0.3261
O  3.750  0.198  -6.729  0.1468
C  3.871  -0.919  -5.983  -0.5057
O  3.008  -1.763  -5.758  0.1269
O  5.151  -1.025  -5.535  0.0764
F  5.615  0.745  -7.886  0.0861
H  5.817  0.868  -4.880  0.1343
H  6.862  0.011  -6.008  0.1492
H  4.831  2.001  -6.543  0.1735

Summary:
Frontier orbital gap = 4.758 eV
Charge = 0
DFT total energy = -2494.0340 Ha

=====

C2H2N3S | wB97M-V/def2-TZVPD

Each line ends with the Löwdin charge.
Cartesian coordinates (Å):
C  -1.427  0.668  -0.376  -0.2191
C  -0.901  -0.940  0.412  -0.2609
N  -2.667  0.513  -0.722  -0.4288
N  -0.967  -1.821  -0.272  0.2527
N  -1.065  0.393  0.951  0.1487
S  -4.017  -0.056  -0.634  1.1309
H  -0.665  1.020  -1.152  0.2025
H  -1.175  0.906  1.815  0.1741

Summary:
Frontier orbital gap (spin up / spin down) = 6.925 / 6.953 eV
ΔE to the lowest compared entry with this formula, charge and spin = 46.0 kcal per mole
Charge = +1
DFT total energy = -639.3904 Ha

=====

C5H2O | wB97M-V/def2-TZVPD

Each line ends with the Löwdin charge.
Cartesian coordinates (Å):
O  1.560  1.470  2.526  0.0685
C  0.812  0.952  1.742  -0.2826
C  1.041  0.480  0.377  0.0615
C  0.515  -0.063  -0.573  -0.0418
C  -0.358  -0.685  -1.437  -0.1290
C  -1.258  -1.214  -2.041  0.1515
H  -0.250  0.743  1.970  0.1305
H  -2.063  -1.684  -2.563  0.0415

Summary:
Frontier orbital gap = 9.625 eV
SMILES string = C#CC#CC=O
ΔE to the lowest compared entry with this formula, charge and spin = 10.7 kcal per mole
Charge = 0
DFT total energy = -266.8017 Ha